{"formula": "C40H48BBrNO5", "method": "the ωB97M-V functional and the def2-TZVPD basis", "gap_ev": 7.56, "e_homo_ev": -5.29, "energy_ev": -124701.017, "e_lumo_ev": 2.271, "charge": -1, "elements": ["Br", "O", "O", "O", "O", "O", "N", "C", "C", "C", "C", "C", "C", "C", "C", "C", "C", "C", "C", "C", "C", "C", "C", "C", "C", "C", "C", "C", "C", "C", "C", "C", "C", "C", "C", "C", "C", "C", "C", "C", "C", "C", "C", "C", "C", "C", "C", "B", "H", "H", "H", "H", "H", "H", "H", "H", "H", "H", "H", "H", "H", "H", "H", "H", "H", "H", "H", "H", "H", "H", "H", "H", "H", "H", "H", "H", "H", "H", "H", "H", "H", "H", "H", "H", "H", "H", "H", "H", "H", "H", "H", "H", "H", "H", "H", "H"], "positions_angstrom": [[0.726045, -3.029726, -2.774612], [0.108816, -0.061299, -2.876977], [2.338353, -0.903464, -3.347215], [0.205239, 4.787158, -2.575786], [-1.098168, -1.437958, -0.445950], [-1.449767, -3.820457, 0.294866], [0.813795, -0.652898, -5.208653], [0.220545, -1.382438, 0.147900], [-1.434702, -2.434495, 5.380342], [-3.962667, -1.267720, -1.309631], [1.420771, -0.814014, -0.862156], [-1.812201, -2.693610, -0.309758], [0.315833, 2.366361, -4.043687], [5.174258, 6.950380, -0.481201], [-0.423924, -3.189741, 5.974263], [-0.676155, 5.126799, 1.640762], [1.035639, -7.764986, -6.392956], [-5.669143, -1.981977, 4.873438], [-5.033030, -2.696559, 3.858706], [0.638286, -6.185911, -4.608641], [-5.035037, 0.093003, 3.811214], [-4.390987, -0.621504, 2.801518], [1.739648, -5.466798, -6.635136], [4.954058, 4.817606, -1.593970], [7.076816, 5.470091, -0.643244], [-3.311017, -2.749685, -1.055422], [1.027156, 3.788991, -1.559210], [-2.415601, -2.037309, 7.551931], [6.295614, 4.541611, -1.331632], [-0.861039, 3.979192, 3.758300], [-4.391550, -2.015878, 2.823619], [4.391638, 6.019394, -1.164785], [1.895746, 0.053892, -4.415281], [1.139309, 3.757480, -3.291231], [0.989692, 1.022303, -3.396397], [1.222561, 5.029000, 3.131151], [0.540265, -7.479842, -5.120854], [6.516822, 6.675935, -0.222185], [-2.429239, -1.856435, 6.168700], [-1.410058, -2.800310, 8.144939], [-5.671838, -0.587595, 4.849380], [-0.413339, -3.375286, 7.357005], [0.464774, 4.300555, 4.047632], [-1.431121, 4.390337, 2.553229], [1.636690, -6.759521, -7.149703], [1.235934, -5.179569, -5.366837], [0.650840, 5.444973, 1.928397], [1.136481, -1.077370, -2.455794], [-3.188811, -1.584941, 8.166664], [-3.261498, -0.557764, -1.939754], [2.759809, 0.592928, -5.030249], [-3.888861, -0.091189, 1.996210], [4.737405, 7.889106, -0.150951], [0.371521, -3.967897, 7.819521], [1.806934, 1.329854, -2.616731], [8.121342, 5.254259, -0.436440], [0.615522, 2.409104, -5.173015], [3.344565, 6.231245, -1.363461], [0.077034, -8.264668, -4.529373], [-1.122027, 5.452449, 0.704120], [-4.028142, -3.506720, -0.484682], [1.879268, 4.362177, -0.950976], [0.647935, -2.354018, 0.625169], [-3.892427, -2.572414, 2.034704], [-1.446911, -2.295585, 4.302176], [-2.463211, 4.137911, 2.326388], [-6.169606, -0.030901, 5.638955], [-4.945649, -1.443721, -1.963462], [-1.402572, -2.946365, 9.222325], [4.346081, 4.095072, -2.132668], [6.732696, 3.603416, -1.663283], [0.176154, 3.145807, -1.061548], [-1.450270, 3.408529, 4.471317], [1.549373, 0.336473, -0.694297], [-5.035866, -3.782892, 3.874829], [1.239751, 6.016873, 1.216198], [0.176543, -0.576180, 1.027589], [2.257602, 5.273464, 3.353956], [-6.164055, -2.512187, 5.683430], [0.543023, -0.137370, -6.075131], [1.209384, -1.602049, -5.445997], [0.248897, -5.962456, -3.618850], [2.211284, -4.684000, -7.222927], [-3.214898, -1.265060, 5.705819], [0.354636, -3.634430, 5.360415], [0.954028, -8.771977, -6.794777], [-4.336960, -0.767380, -0.305089], [2.212146, 4.147360, -3.811798], [-5.040170, 1.179393, 3.790104], [-3.095106, -3.260080, -2.104120], [1.309946, -4.170708, -4.968584], [-0.825148, 2.510346, -3.826568], [0.908106, 3.982293, 4.987872], [2.024784, -6.982427, -8.140061], [7.126992, 7.402271, 0.309117], [2.438385, -1.325655, -0.570466]], "forces_ev_per_a": [[-0.90, -0.87, 0.28], [1.66, 2.21, -0.14], [-0.52, 2.16, -2.24], [3.84, -3.30, -0.08], [-1.39, -4.07, 0.81], [-1.29, 6.88, -3.01], [2.26, -0.35, -1.23], [3.15, 1.46, 1.54], [0.04, -0.01, 0.13], [-1.01, -0.50, -0.47], [0.17, -0.29, 1.13], [0.38, -3.81, 1.46], [1.45, 1.14, 1.12], [0.07, -0.17, -0.05], [-0.13, 0.06, 0.13], [0.03, -0.03, 0.10], [0.03, 0.12, 0.02], [-0.02, 0.06, -0.16], [-0.03, 0.21, -0.01], [0.04, -0.10, -0.15], [0.00, -0.19, 0.05], [-0.05, -0.04, 0.11], [-0.15, -0.30, 0.12], [0.07, 0.09, 0.06], [-0.21, 0.03, -0.06], [1.06, 0.54, -0.55], [-1.33, 1.84, -4.02], [0.16, -0.10, -0.15], [-0.03, 0.17, 0.06], [0.08, 0.11, -0.12], [-0.08, 0.03, 0.10], [0.20, -0.02, 0.05], [-1.78, 0.17, 2.07], [-1.37, -0.51, 3.34], [1.05, -1.13, -0.68], [-0.20, -0.02, -0.05], [0.10, 0.20, -0.13], [-0.09, -0.10, -0.07], [0.13, -0.03, 0.09], [0.01, 0.01, -0.14], [0.03, -0.08, -0.15], [-0.14, 0.11, -0.09], [-0.07, 0.05, -0.14], [0.21, 0.06, 0.08], [-0.05, 0.04, 0.14], [0.09, -0.04, -0.25], [-0.09, -0.11, 0.16], [0.39, 1.70, 0.15], [0.08, -0.05, -0.07], [-1.27, -1.56, 1.58], [-1.51, -1.37, 1.47], [-0.05, -0.09, 0.12], [0.06, -0.13, -0.04], [-0.10, 0.08, -0.06], [-1.74, -0.29, -1.06], [-0.13, 0.03, -0.03], [-0.95, 0.01, 2.02], [0.12, -0.01, -0.02], [0.05, 0.09, -0.07], [0.09, -0.08, 0.11], [1.76, 1.86, -0.93], [-2.23, -1.46, -1.38], [-1.55, 1.38, -1.12], [-0.02, 0.07, 0.10], [0.00, -0.02, 0.16], [0.14, 0.03, 0.02], [0.06, -0.07, -0.10], [2.06, 0.42, 1.38], [0.01, 0.02, -0.15], [0.07, 0.08, 0.11], [-0.08, 0.13, 0.05], [2.36, 1.11, -0.95], [0.09, 0.06, -0.10], [-0.27, -2.00, -0.21], [0.04, 0.15, 0.00], [-0.08, -0.09, 0.08], [-0.26, -1.80, -1.73], [-0.13, -0.04, -0.04], [0.08, 0.08, -0.11], [0.62, -0.64, 0.84], [-0.72, 1.41, 0.04], [0.08, 0.06, -0.15], [-0.06, -0.08, 0.08], [0.17, -0.11, 0.06], [-0.12, 0.06, 0.07], [0.02, 0.13, 0.05], [1.03, -0.97, -2.07], [-3.26, -0.83, 1.59], [0.01, -0.14, 0.01], [-0.30, 1.15, 2.16], [-0.03, -0.29, -0.03], [2.28, -0.37, -0.55], [-0.06, 0.03, -0.15], [-0.04, 0.00, 0.11], [-0.09, -0.11, -0.07], [-1.95, 0.87, -0.21]], "lowdin_charge": [0.7710, -0.0994, -0.1379, -0.2503, -0.1028, -0.0628, 0.0278, -0.2029, -0.0784, -0.1350, -0.1132, -0.3117, -0.0408, -0.0995, -0.0915, -0.0971, -0.1189, -0.1158, -0.0925, -0.0955, -0.1000, -0.0879, -0.0970, -0.0912, -0.1016, -0.1450, -0.0295, -0.0970, -0.0909, -0.0985, -0.0808, -0.0994, -0.2748, -0.1639, -0.2528, -0.0970, -0.1048, -0.1050, -0.0866, -0.1096, -0.1172, -0.1059, -0.1001, -0.0953, -0.1164, -0.1138, -0.1021, -1.2306, 0.0961, 0.0943, 0.1552, 0.0962, 0.0976, 0.0954, 0.1318, 0.0971, 0.0997, 0.0938, 0.0941, 0.1037, 0.1194, 0.0860, 0.1252, 0.0947, 0.1035, 0.0981, 0.0977, 0.0790, 0.0939, 0.0925, 0.1026, 0.1218, 0.0979, 0.0954, 0.1049, 0.0944, 0.1295, 0.0984, 0.1005, 0.0713, 0.0706, 0.0823, 0.0957, 0.0774, 0.1022, 0.0902, 0.0621, 0.1513, 0.0979, 0.1264, 0.0024, 0.1231, 0.0981, 0.0904, 0.0963, 0.1131]}